(1)
Density functional theory data (ωB97M-V/def2-TZVPD) for a molecular structure, C32H51F3GeMgN3S3Si3 in a non-equilibrium geometry.

```
97
C32H51F3GeMgN3S3Si3, DFT ωB97M-V/def2-TZVPD
Ge 0.209 1.680 0.366
S -0.422 0.147 -7.653
S 2.691 -2.508 0.682
S 0.135 -1.306 3.010
Si 2.120 2.695 1.462
Si 0.164 3.077 -1.620
Si -1.530 2.750 1.659
Mg 0.022 -1.096 0.506
F -6.960 -0.329 -0.671
F -7.017 -2.340 0.093
F -7.001 -0.682 1.450
N 0.374 -1.518 -2.619
N -2.172 -1.276 0.404
N 0.545 -2.292 -7.641
C 0.686 -2.540 -3.415
C -0.646 -4.795 -0.096
C 4.587 -1.187 3.881
C 3.626 -0.878 4.833
C 0.378 -4.539 2.146
C 1.001 -2.980 0.223
C 4.178 -1.679 2.659
C 0.316 4.997 -1.550
C -1.641 4.677 1.761
C 1.618 2.626 -2.807
C 2.333 2.246 3.314
C -6.443 -1.112 0.293
C 0.173 -1.203 -6.855
C 2.356 4.615 1.527
C 0.252 -1.310 -5.441
C 1.754 -5.404 0.264
C 2.834 -1.819 2.314
C 2.293 -1.004 4.509
C -2.813 -0.783 -0.662
C 1.854 -1.416 3.241
C -4.181 -0.701 -0.760
C 0.642 -4.410 0.644
C 0.019 -0.385 -3.229
C -3.282 2.261 1.032
C -0.062 -0.228 -4.589
C -2.916 -1.703 1.431
C -4.288 -1.672 1.442
C -1.479 2.942 -2.627
C 3.711 2.079 0.576
C -4.964 -1.153 0.319
C 0.643 -2.502 -4.786
C -1.524 2.217 3.505
H -1.852 1.925 -2.679
H -1.429 -4.055 0.079
H -4.846 -2.019 2.298
H 0.252 5.428 -2.546
H 0.097 -5.565 2.398
H 0.889 -3.396 -5.342
H 4.623 2.351 1.102
H 3.690 0.995 0.488
H 1.504 5.087 2.005
H 0.610 -2.054 -8.621
H -0.725 5.106 2.155
H -4.075 2.875 1.451
H 5.643 -1.060 4.079
H 1.314 2.592 -3.850
H -0.774 2.768 4.066
H 2.624 -5.243 0.896
H -1.799 5.104 0.776
H 1.272 -4.285 2.712
H -2.485 2.370 3.993
H 1.656 2.826 3.934
H 2.060 -5.261 -0.772
H -0.367 0.715 -5.017
H 2.428 3.345 -2.714
H -2.174 -0.447 -1.466
H -1.362 3.299 -3.647
H -4.646 -0.277 -1.635
H 1.321 -2.843 -7.301
H 1.152 -3.020 -0.857
H 3.244 4.896 2.087
H -3.341 2.339 -0.049
H -0.481 5.423 -0.951
H 1.420 -6.436 0.396
H 1.258 5.307 -1.115
H 3.762 2.490 -0.429
H 4.915 -1.972 1.923
H 2.097 1.201 3.471
H 2.035 1.654 -2.559
H -3.492 1.231 1.298
H 0.996 -3.448 -2.913
H -0.473 -4.866 -1.169
H 1.520 -0.737 5.221
H -0.184 0.441 -2.563
H 3.915 -0.515 5.811
H -1.277 1.162 3.580
H -2.458 5.011 2.396
H -1.003 -5.765 0.257
H -0.421 -3.864 2.453
H -2.360 -2.074 2.280
H -2.245 3.546 -2.148
H 3.348 2.406 3.670
H 2.448 5.045 0.535
```

Output
**Multiplicity**: 2
**Largest force on an atom**: 1.99 eV Å⁻¹
**Electronic energy**: -6054.0898 Ha
**Frontier orbital gap (spin up / spin down)**: 3.71 / 5.49 eV
**Expectation value of S²**: 0.76
**Net charge**: -2



(2)
Density functional theory data (ωB97M-V/def2-TZVPD) for a single C32H51NO4 molecule in a non-equilibrium geometry.

```
88
C32H51NO4, DFT ωB97M-V/def2-TZVPD
O 0.397 0.549 -2.639
O 2.316 0.397 -0.090
O -0.937 1.006 1.103
O -0.815 -1.310 -0.539
N 3.727 -2.845 -0.372
C 0.327 0.359 1.059
C 2.031 5.111 0.817
C -1.359 1.396 2.349
C 1.398 -2.232 -0.340
C -1.683 -3.520 -1.383
C -1.755 -1.979 -1.359
C -0.569 0.897 6.033
C -2.900 2.675 3.655
C 2.631 5.283 1.830
C -1.243 1.369 4.775
C -3.158 2.759 1.155
C 4.030 1.960 -0.707
C 1.250 4.860 -0.382
C -3.153 -3.994 -1.457
C 0.561 3.478 -0.260
C 0.949 0.257 -0.358
C -3.182 4.298 1.084
C -2.310 2.250 4.835
C 2.678 -2.577 -1.036
C 5.248 2.177 -1.588
C -0.971 -6.449 -1.506
C 0.510 -1.145 -0.994
C -0.787 0.944 3.535
C -0.290 -5.482 -2.475
C 3.223 0.745 -1.132
C -2.454 2.270 2.403
C 0.730 -0.851 -2.457
C -0.948 -4.086 -2.610
C 0.747 2.628 -1.501
C 0.278 1.190 -1.350
C 1.200 -5.417 -2.134
C -4.628 2.285 1.200
H -1.814 -1.568 -2.369
H -1.684 -4.168 -3.408
H 3.949 -0.063 -1.227
H 0.086 1.695 6.384
H 3.415 2.848 -0.592
H -1.301 -3.890 -0.435
H -3.615 4.592 0.132
H -3.550 -3.732 -2.435
H 5.845 1.271 -1.651
H 4.395 1.717 0.291
H 5.005 2.526 -2.588
H 1.691 -1.963 0.669
H -0.183 -3.410 -2.988
H 1.747 -4.689 -2.726
H 1.890 4.905 -1.260
H -2.696 2.602 5.780
H -2.172 4.694 1.137
H -5.139 2.525 0.270
H -2.716 2.329 0.262
H 0.124 3.055 -2.288
H -1.935 -6.742 -1.919
H 5.891 2.918 -1.119
H 1.029 0.953 1.645
H -4.681 1.220 1.404
H -5.147 2.824 1.987
H 2.710 -2.607 -2.125
H -3.745 3.345 3.699
H -1.281 0.710 6.829
H -3.249 -5.062 -1.293
H -0.799 1.263 -1.223
H 1.755 -0.934 -2.800
H -1.149 -6.037 -0.519
H 0.514 5.658 -0.442
H 0.045 0.260 3.518
H 0.846 2.989 0.663
H 3.096 5.149 2.772
H -2.711 -1.743 -0.903
H -0.501 3.675 -0.175
H 4.484 -3.077 -1.013
H 0.859 -3.176 -0.272
H 0.074 -1.342 -3.167
H -0.396 -7.369 -1.458
H 0.061 0.036 5.836
H -0.361 -5.951 -3.457
H -3.784 4.660 1.908
H 1.317 -5.167 -1.079
H 1.620 -6.412 -2.249
H -3.759 -3.509 -0.696
H 0.298 -0.619 1.531
H 1.759 2.673 -1.894
H 2.773 0.881 -2.114
```

Output
**SMILES**: [H]/N=C/C[C@]1(OC[C@@H](C)CC(C)C)CO[C@H](CCCC#C)[C@]1(COc1cc(C)ccc1C(C)C)OCCC
**Largest force on an atom**: 2.31 eV Å⁻¹
**Electronic energy**: -1605.4992 Ha
**Frontier orbital gap**: 8.84 eV



(3)
Density functional theory data (ωB97M-V/def2-TZVPD) for a molecular structure, C32H52Br2Cl20FNO6.

```
114
C32H52Br2Cl20FNO6, DFT ωB97M-V/def2-TZVPD
Br -1.612 2.283 3.278
Br -2.477 -2.696 -1.987
Cl -0.095 -1.370 5.529
Cl 5.885 3.420 6.297
Cl -2.785 -4.174 -5.720
Cl 1.240 3.594 5.668
Cl 7.817 6.013 10.167
Cl -2.587 2.888 -7.527
Cl -1.743 -1.820 2.083
Cl 1.182 3.912 -10.201
Cl 7.761 6.597 6.818
Cl -1.299 -0.096 -8.484
Cl 1.350 1.276 -12.358
Cl -0.128 -4.706 -7.684
Cl -0.446 -4.747 5.291
Cl -3.450 -2.476 9.745
Cl -3.657 -4.555 1.486
Cl -1.614 -5.329 9.665
Cl -1.049 -3.792 -10.824
Cl -4.077 -1.175 -4.758
Cl 2.480 0.687 4.481
Cl 7.102 0.487 5.079
F -3.907 1.457 0.703
O -6.129 0.167 1.927
O 0.479 -2.415 -1.322
O 0.506 -0.884 -2.978
O -1.975 3.623 0.278
O -0.631 2.686 1.783
O 1.443 0.987 0.625
N -2.219 -1.038 -1.181
C -1.099 1.468 -9.321
C -5.879 -0.181 -0.492
C -0.960 -0.573 -1.206
C 7.297 2.105 4.362
C -4.611 -1.070 -0.588
C -1.027 2.615 -8.351
C -0.352 -3.782 6.793
C -4.071 -4.142 9.623
C -1.001 -2.433 6.639
C 6.408 6.795 7.960
C -6.671 -0.464 0.775
C 1.697 -0.382 0.873
C 2.763 3.378 4.764
C -1.691 1.320 0.046
C 2.362 3.675 -11.521
C 2.642 2.293 3.725
C -3.227 -5.122 10.396
C 0.133 -1.388 -1.912
C -2.966 0.778 0.046
C 0.915 -4.656 -9.126
C 0.749 1.207 -0.589
C -0.657 0.641 -0.586
C 7.413 3.183 5.409
C -3.266 -0.410 -0.576
C -1.871 -4.465 1.448
C 1.755 2.976 -12.710
C -2.590 -2.605 -6.555
C -1.470 2.643 0.701
C 6.873 7.261 9.315
C -2.515 -1.457 -5.585
C 0.538 -3.530 -10.055
C -1.331 -3.510 2.477
H 0.808 -0.920 1.192
H -1.759 -1.628 -4.821
H 2.125 -0.876 0.004
H -0.245 -3.574 2.502
H 0.849 3.474 -13.043
H 1.336 0.779 -1.398
H -0.177 1.408 -9.891
H 8.205 2.082 3.762
H -3.087 -4.805 11.426
H -6.694 -1.540 0.950
H -1.927 1.581 -10.017
H 7.655 4.134 4.938
H -2.017 -2.521 6.262
H 3.541 2.270 3.111
H 2.711 4.663 -11.815
H 2.420 -0.447 1.676
H -4.715 -1.694 -1.462
H -0.783 3.534 -8.879
H -4.621 -1.760 0.258
H 0.848 -5.622 -9.621
H -1.708 -3.723 3.471
H -1.573 -4.174 0.443
H 0.712 2.284 -0.731
H -3.707 -6.099 10.395
H 8.187 2.953 6.136
H 5.886 5.843 8.022
H -5.852 -0.514 2.541
H 3.203 3.117 -11.117
H -1.668 -2.665 -7.125
H -0.272 2.446 -7.588
H -7.710 -0.173 0.628
H 3.552 3.155 5.477
H 2.989 4.330 4.285
H 6.451 2.282 3.703
H -3.418 -2.491 -7.251
H 1.784 2.444 3.073
H 6.009 7.488 9.937
H 5.733 7.533 7.529
H 7.490 8.152 9.238
H -5.684 0.874 -0.622
H -0.864 -4.349 7.569
H -1.033 -1.935 7.607
H 0.498 -2.579 -9.529
H -1.496 -5.468 1.645
H 1.271 -3.454 -10.856
H -2.266 -0.541 -6.113
H 0.697 -3.691 7.063
H 2.470 2.968 -13.531
H -5.084 -4.136 10.023
H 1.937 -4.514 -8.779
H -6.541 -0.473 -1.303
H -4.117 -4.405 8.569
```

Output
**Largest force on an atom**: 0.97 eV Å⁻¹
**Electronic energy**: -16208.3686 Ha
**Frontier orbital gap**: 7.81 eV



(4)
Density functional theory data (ωB97M-V/def2-TZVPD) for 2 unconnected molecules or ions with the total composition C32H52Cl2F4NO8S in a non-equilibrium geometry.

```
100
C32H52Cl2F4NO8S, DFT ωB97M-V/def2-TZVPD
Cl 0.388 -2.368 -0.913
Cl 2.523 0.092 -1.785
S 1.803 -2.448 2.220
F -3.444 -1.280 4.520
F -3.344 -2.692 2.392
F -4.476 0.047 3.064
F -3.561 -0.950 1.050
O -1.233 -0.788 0.430
O -1.656 2.277 -8.958
O -4.277 1.588 -8.840
O -2.331 4.513 -4.882
O -4.932 3.750 -4.721
O 0.175 0.727 -3.884
O -1.237 -6.281 3.065
O 3.734 0.318 4.866
N 1.204 -0.747 2.191
C -0.271 -1.768 4.129
C -2.794 -1.414 2.146
C -4.176 3.377 -5.783
C 3.899 0.292 0.533
C -0.397 -6.562 1.927
C 0.059 -0.740 -0.166
C -3.849 2.246 -7.911
C -0.861 -3.253 4.076
C -0.744 3.334 0.487
C 0.052 3.215 -3.399
C -0.827 -5.490 5.440
C -0.238 2.087 1.382
C -0.108 -4.080 5.250
C 3.162 -0.736 4.015
C 1.999 0.019 3.231
C -1.272 -1.455 1.704
C -2.419 2.672 -7.911
C 0.415 -0.161 -4.992
C 1.025 1.418 0.699
C -3.201 -0.494 3.369
C -4.684 2.641 -6.774
C 5.154 -0.236 -0.351
C 2.599 -0.446 -0.007
C -1.913 3.412 -6.922
C 0.845 1.987 -4.069
C 0.974 3.987 -2.361
C 1.229 -0.160 0.802
C -0.454 -6.514 4.265
C 0.386 4.426 0.210
C -0.202 -0.959 2.760
C 0.182 4.899 -1.320
C -2.754 3.826 -5.797
H -5.714 2.311 -6.777
H 2.845 -1.530 4.745
H 3.115 -2.456 1.793
H -0.879 3.729 -6.911
H -0.935 4.843 -1.556
H 0.957 2.149 -5.195
H 2.543 0.935 2.820
H 0.467 5.990 -1.439
H -0.134 0.185 -5.934
H 1.007 -4.144 5.075
H -0.205 3.912 -4.257
H 1.649 3.266 -1.787
H 0.676 -1.820 4.735
H 4.034 -1.082 3.388
H 0.082 -1.218 -4.775
H -0.071 -0.008 -1.032
H 4.668 0.439 4.598
H -1.043 -2.555 1.469
H -1.001 -1.210 4.816
H -1.076 2.893 -0.512
H -0.654 -7.574 4.606
H -0.925 2.832 -2.978
H 4.179 0.095 1.604
H -0.976 -6.390 0.963
H -0.531 0.094 3.063
H 0.084 2.537 2.382
H -1.693 3.773 0.946
H 3.835 1.406 0.296
H -1.960 -3.303 4.372
H 0.941 1.754 -0.392
H 5.390 0.459 -1.207
H 1.919 2.018 1.086
H -0.467 -5.984 6.407
H 0.507 -5.875 1.946
H 0.665 -6.403 4.094
H 6.091 -0.357 0.289
H 0.139 5.328 0.863
H -0.320 -3.483 6.203
H 1.348 0.465 4.059
H 1.519 -0.216 -5.280
H 1.897 2.014 -3.642
H 1.442 4.085 0.413
H 1.645 4.680 -2.969
H 4.884 -1.242 -0.806
H -4.339 4.273 -4.151
H 2.865 -1.533 -0.127
H -0.081 -7.651 1.953
H -2.555 0.402 3.576
H -2.252 1.760 -9.533
H -1.956 -5.346 5.532
H -1.145 1.449 1.561
H -0.632 -3.825 3.129
```

Output
**Largest force on an atom**: 4.08 eV Å⁻¹
**Electronic energy**: -3624.7058 Ha
**Frontier orbital gap**: 7.57 eV
**Net charge**: +1



Question: The lowest electronic energy belongs to which entry?
Answer: C32H52Br2Cl20FNO6



Question: electronic energy of number 1 (C32H51F3GeMgN3S3Si3)?
Answer: -6054.0898 Ha



Question: Which value of largest force on an atom does entry 2 give?
Answer: 2.31 eV Å⁻¹



Question: Among the records above, which one has the lowest largest force on an atom?
Answer: C32H52Br2Cl20FNO6